{"formula": "C16H38BF3O4", "method": "ωB97M-V/def2-TZVPD", "gap_ev": 9.10, "smiles": "BCCC(F)=C(F)F.CC(C)O.CC(C)O.CC(C)O.CC(C)O", "multiplicity": 1, "elements": ["B", "C", "C", "C", "F", "C", "F", "F", "H", "H", "H", "H", "H", "H", "C", "C", "C", "O", "H", "H", "H", "H", "H", "H", "H", "H", "C", "C", "C", "O", "H", "H", "H", "H", "H", "H", "H", "H", "C", "C", "C", "O", "H", "H", "H", "H", "H", "H", "H", "H", "C", "C", "C", "O", "H", "H", "H", "H", "H", "H", "H", "H"], "coordinates": [[2.964516, -7.469069, -1.840565], [3.134086, -5.897914, -1.448018], [2.049758, -5.032476, -2.247751], [0.611371, -5.696171, -2.345246], [0.063199, -5.860564, -3.649663], [-0.203680, -6.110743, -1.272771], [-0.817052, -7.377181, -1.412322], [-0.401292, -5.384224, -0.090227], [2.078289, -8.051229, -1.289120], [3.625792, -8.056987, -2.622784], [3.066060, -5.707935, -0.319352], [4.175318, -5.584778, -1.816901], [2.032517, -3.967060, -1.827502], [2.440653, -4.935477, -3.321994], [-4.586455, -3.038055, -1.306923], [-3.719001, -2.785704, -2.530155], [-3.608050, -4.025222, -3.403344], [-2.420254, -2.390650, -2.108596], [-4.159118, -3.829007, -0.682323], [-4.644296, -2.140531, -0.685725], [-5.599334, -3.329976, -1.594636], [-4.139805, -1.963462, -3.114590], [-3.145306, -4.851877, -2.854607], [-2.973488, -3.829749, -4.271398], [-4.591845, -4.346966, -3.753522], [-2.047312, -3.114744, -1.588255], [-0.754190, -0.288791, 1.274814], [0.387640, -0.394482, 0.277168], [0.165655, 0.521542, -0.915916], [0.501140, -1.743383, -0.175009], [-1.702642, -0.587248, 0.815623], [-0.587846, -0.959961, 2.121460], [-0.854339, 0.730283, 1.651902], [1.329847, -0.136722, 0.768503], [-0.750711, 0.250722, -1.449816], [0.987855, 0.427650, -1.630342], [0.091676, 1.566292, -0.603143], [-0.325291, -1.983772, -0.611336], [1.923036, 3.306941, 2.422839], [0.833470, 3.119020, 3.466398], [1.326022, 3.496219, 4.854782], [0.406441, 1.757418, 3.467661], [2.785525, 2.667795, 2.639496], [1.559324, 3.022121, 1.432414], [2.258774, 4.345440, 2.385839], [-0.034358, 3.730749, 3.205576], [2.167617, 2.863904, 5.155148], [0.536871, 3.345832, 5.595993], [1.644852, 4.540922, 4.890597], [1.166180, 1.207389, 3.697116], [-0.148971, 7.424991, 1.870034], [0.993130, 7.319166, 0.871257], [0.771520, 8.235525, -0.321793], [1.105904, 5.970677, 0.420279], [-1.097137, 7.127213, 1.411172], [0.017917, 6.753419, 2.716362], [-0.249910, 8.445273, 2.248046], [1.935391, 7.576493, 1.362127], [-0.145087, 7.965611, -0.855879], [1.593372, 8.141033, -1.035928], [0.698113, 9.280135, -0.009500], [0.277958, 5.732345, -0.015638]], "forces_ev_per_angstrom": [[-0.564, 1.098, 1.043], [0.635, -0.280, -0.371], [-0.228, 0.580, -0.724], [-1.091, 0.804, 1.495], [1.558, -0.758, 2.289], [0.945, -0.181, -2.066], [0.162, 3.410, 0.984], [0.854, -2.634, -2.277], [0.117, -0.147, -0.115], [0.205, 0.118, -0.207], [-0.026, -0.321, -1.602], [-1.528, 0.008, 0.683], [-0.253, -1.482, -0.534], [-0.864, -0.120, 1.421], [-0.193, 0.200, 0.099], [-0.093, -0.686, 0.290], [-0.005, 0.009, -0.291], [0.422, 0.412, 0.062], [-0.016, -0.066, -0.134], [-0.027, -0.029, -0.105], [0.050, -0.014, 0.053], [0.233, 0.070, 0.082], [-0.109, 0.037, 0.084], [-0.092, 0.039, 0.052], [0.066, -0.033, 0.016], [-0.149, -0.028, -0.143], [-0.066, 0.022, 0.193], [-0.758, 0.053, -0.225], [0.198, 0.131, -0.178], [0.434, -0.299, 0.035], [0.079, 0.046, -0.146], [0.056, 0.110, -0.019], [0.010, -0.126, 0.028], [0.010, -0.211, -0.070], [-0.032, -0.005, 0.149], [-0.007, 0.038, 0.101], [-0.008, -0.043, -0.019], [0.025, 0.221, 0.022], [-0.037, 0.085, -0.208], [0.731, -0.223, 0.153], [-0.209, 0.129, 0.208], [-0.312, 0.027, -0.008], [-0.031, 0.048, 0.149], [-0.013, 0.125, 0.063], [-0.016, -0.083, -0.084], [-0.057, -0.217, -0.005], [0.044, 0.066, -0.131], [0.018, 0.061, -0.086], [0.020, -0.063, 0.022], [-0.077, 0.101, -0.032], [0.056, -0.022, 0.285], [-0.669, 0.008, -0.286], [0.235, 0.141, -0.134], [0.284, -0.116, 0.096], [0.052, 0.108, -0.083], [0.049, 0.085, -0.037], [-0.041, -0.062, -0.013], [0.007, -0.214, -0.079], [-0.042, 0.026, 0.143], [-0.016, 0.030, 0.109], [-0.027, -0.047, -0.049], [0.100, 0.063, 0.055]]}